Entry from the OMol25 dataset: the ion C5H14N3O with charge +1 (the ωB97M-V functional and the def2-TZVPD basis).

Cartesian coordinates (Å):
C -1.33536 1.58420 -0.42478
C -1.26371 0.68507 0.84790
C -1.77748 -0.74536 0.54697
O -2.94328 -0.68480 -0.20158
N -0.95939 -1.31281 -0.49203
C 0.38966 -1.36209 -0.46835
N 1.23467 -0.96224 0.54431
N 2.53311 -0.67642 0.18200
C 2.76497 0.80869 -0.15970
H -0.61648 1.18707 -1.12567
H -1.09163 2.51298 -0.02595
H -2.39501 1.52600 -0.71308
H -1.81594 1.24158 1.60738
H -0.29707 0.46952 1.31590
H -1.77476 -1.44328 1.45937
H -3.76909 -1.03120 0.18156
H -1.59157 -1.65558 -1.28001
H 0.80933 -1.51836 -1.45707
H 2.75575 -1.19693 -0.76287
H 3.08517 -0.72827 1.06863
H 3.76218 0.97659 -0.35603
H 1.97615 1.01385 -0.91526
H 2.31978 1.31179 0.62834

calculated total energy	-438.069308	Eh
relative energy (zero: lowest compared OMol25 entry of this formula, charge and spin)	379.6	kJ/mol
structure (SMILES)	CC[C@@H](O)N/C=N/[NH2+]C
total charge	+1
spin multiplicity	1
frontier orbital gap	10.063	eV
strongest force on any atom	4.842	eV/Å
HOMO energy	-13.2	eV



Entry from the OMol25 dataset: a structure of composition C37H25F12HfN6O4 (the ωB97M-V functional and the def2-TZVPD basis).

Cartesian coordinates (Å):
Hf 0.41447 0.78016 0.39144
C -4.08440 -0.38600 5.96792
C -3.15579 -0.48529 4.79152
C -2.66147 -1.69726 4.33708
C -1.81292 -1.75844 3.24860
C -1.42137 -0.62328 2.53077
N -0.49179 -0.75577 1.47339
C -0.24289 -2.05742 0.95810
C -1.29295 -2.85213 0.50482
C -1.07003 -4.11528 -0.01459
C 0.21513 -4.63033 -0.10738
C 0.47795 -6.01436 -0.63121
C 1.26974 -3.82324 0.30518
C 1.06734 -2.54636 0.81580
C 2.21000 -1.59843 1.16359
O 2.04887 -0.39825 0.48078
C 3.60116 -2.10469 0.70847
F 3.58503 -2.35859 -0.61263
F 4.53041 -1.16248 0.89614
F 4.00498 -3.21275 1.32799
C 2.25972 -1.34170 2.72488
F 1.90249 -0.07458 3.00714
F 3.47839 -1.50822 3.24623
F 1.43686 -2.14866 3.39181
C -1.89170 0.62188 3.01352
C -2.73879 0.65295 4.11770
C -1.45796 1.94229 2.37781
O -1.16686 1.79029 1.04025
C -2.53842 3.06010 2.41982
F -2.77596 3.55767 3.63555
F -2.16038 4.08280 1.64227
F -3.68833 2.59598 1.92778
C -0.14395 2.48816 3.07553
F 0.92221 2.33838 2.15268
F 0.22036 1.80732 4.14039
F -0.13636 3.77375 3.37261
H -4.22504 -1.35863 6.43705
H -3.69327 0.29879 6.72169
H -5.06488 -0.01462 5.66477
H -2.92672 -2.61574 4.84703
H -1.41696 -2.72282 2.96520
H -2.30412 -2.47129 0.58389
H -1.91373 -4.71185 -0.34286
H -0.43681 -6.47531 -1.00178
H 1.20714 -6.00123 -1.44305
H 0.88043 -6.65620 0.15424
H 2.26957 -4.22086 0.21504
H -3.08347 1.60475 4.49349
O 2.11226 4.91391 -6.25626
N 1.22332 4.26512 -5.75478
O 0.12485 4.08531 -6.23980
C 1.44574 3.75198 -4.38861
C 2.72664 3.53792 -4.02772
C 3.03649 2.98534 -2.74735
C 4.35398 2.81938 -2.28522
C 4.56059 2.32114 -1.02545
C 3.45361 1.95175 -0.25482
N 2.20308 2.08426 -0.67272
C 1.99105 2.61236 -1.89905
C 0.62897 2.86556 -2.28928
N -0.30994 2.55280 -1.37638
C -1.55306 2.92463 -1.59677
C -1.94043 3.58875 -2.76546
C -1.01006 3.84535 -3.73808
C 0.33408 3.48000 -3.51534
H 3.52198 3.78975 -4.71520
H 5.18478 3.09769 -2.92147
H 5.55403 2.19137 -0.62174
H 3.59333 1.51145 0.72307
H -2.26496 2.69502 -0.81331
H -2.97027 3.89047 -2.89264
H -1.29559 4.33599 -4.65505
N -1.71024 -3.17125 -4.07441
C -1.22822 -2.22350 -3.25345
C 0.14936 -2.09639 -3.00179
C 0.59012 -1.14407 -2.12306
N -0.23439 -0.28241 -1.48876
C -1.55279 -0.39992 -1.73784
C -2.08455 -1.31996 -2.59448
H -1.09454 -3.80405 -4.55259
H -2.69390 -3.24440 -4.26168
H 0.86392 -2.75840 -3.47192
H 1.64387 -1.05786 -1.89320
H -2.20250 0.27471 -1.19326
H -3.15552 -1.36297 -2.74060

calculated total energy	-3300.909941	Eh
total charge	+1
spin multiplicity	1
frontier orbital gap	6.146	eV
strongest force on any atom	1.684	eV/Å
HOMO energy	-9.9	eV



Entry from the OMol25 dataset: the molecule C6H10 (the ωB97M-V functional and the def2-TZVPD basis).

Cartesian coordinates (Å):
C 2.01906 -0.00489 -0.87701
C 0.93642 0.50489 -0.29320
C 0.77945 0.09175 1.13028
C -0.83732 -0.07111 1.09485
C -0.92669 -0.51134 -0.32655
C -1.97323 -0.01359 -0.98269
H 2.30379 -1.03713 -0.68083
H 2.67461 0.61723 -1.45764
H 0.52982 1.48161 -0.55828
H 1.25814 -0.88044 1.30936
H 1.36174 0.84532 1.71704
H -1.44158 -0.81479 1.67070
H -1.32445 0.90371 1.23265
H -0.50429 -1.49082 -0.55300
H -2.58292 -0.64041 -1.60716
H -2.27255 1.01999 -0.81852

calculated total energy	-234.463613	Eh
relative energy (zero: lowest compared OMol25 entry of this formula, charge and spin)	364.7	kJ/mol
structure (SMILES)	C=CCCC=C
spin multiplicity	1
frontier orbital gap	8.678	eV
strongest force on any atom	2.892	eV/Å
HOMO energy	-8.1	eV



Q: Which of these has the lowest strongest force on any atom?
A: C37H25F12HfN6O4



Q: Which value of calculated total energy does entry 2 give?
A: -3300.909941 Eh